(1)
Entry from OMol25: a structure of composition C44H44NO2P3S2V at a distorted geometry (ωB97M-V/def2-TZVPD).

CARTESIAN COORDINATES (ANGSTROEM)
V (-0.692, -0.814, -0.065)
C (1.058, 2.140, 0.919)
N (0.908, 2.608, -0.419)
C (1.353, 1.733, -1.462)
P (0.079, 0.407, -1.843)
C (-0.932, 1.403, -3.004)
C (-0.540, 1.576, -4.330)
C (-1.254, 2.426, -5.156)
C (-2.354, 3.110, -4.662)
C (-2.750, 2.935, -3.346)
C (-2.045, 2.080, -2.518)
C (0.922, -0.761, -2.960)
C (2.194, -0.608, -3.501)
C (2.774, -1.651, -4.204)
C (2.096, -2.845, -4.376)
C (0.810, -2.989, -3.880)
C (0.226, -1.948, -3.184)
C (0.104, 3.712, -0.681)
C (-0.943, 4.054, 0.178)
C (-1.650, 5.229, 0.004)
C (-1.329, 6.094, -1.028)
C (-0.320, 5.743, -1.911)
C (0.388, 4.571, -1.745)
P (-0.055, 0.726, 1.497)
C (1.056, 0.098, 2.812)
C (1.152, -1.281, 2.968)
C (2.039, -1.830, 3.875)
C (2.868, -1.007, 4.619)
C (2.782, 0.368, 4.474)
C (1.871, 0.919, 3.589)
C (-1.385, 1.525, 2.491)
C (-2.669, 1.390, 1.967)
C (-3.765, 1.853, 2.668)
C (-3.593, 2.479, 3.893)
C (-2.318, 2.643, 4.410)
C (-1.219, 2.155, 3.722)
H (0.933, 2.985, 1.604)
H (2.073, 1.732, 1.025)
H (2.260, 1.222, -1.125)
H (1.546, 2.300, -2.377)
H (0.322, 1.041, -4.711)
H (-0.950, 2.561, -6.185)
H (-2.902, 3.779, -5.308)
H (-3.610, 3.469, -2.969)
H (-2.349, 1.925, -1.488)
H (2.723, 0.328, -3.394)
H (3.765, -1.531, -4.617)
H (2.557, -3.658, -4.918)
H (0.269, -3.912, -4.028)
H (-0.793, -2.035, -2.817)
H (-1.225, 3.383, 0.975)
H (-2.464, 5.468, 0.675)
H (-1.854, 7.030, -1.142)
H (-0.077, 6.399, -2.734)
H (1.185, 4.335, -2.434)
H (0.547, -1.914, 2.329)
H (2.097, -2.903, 3.988)
H (3.591, -1.435, 5.298)
H (3.430, 1.020, 5.044)
H (1.812, 1.995, 3.500)
H (-2.793, 0.919, 0.997)
H (-4.754, 1.701, 2.260)
H (-4.452, 2.844, 4.437)
H (-2.172, 3.147, 5.357)
H (-0.237, 2.266, 4.157)
C (-3.997, -5.507, -1.085)
C (-3.642, -5.003, 0.302)
O (-3.709, -3.585, 0.354)
P (-2.437, -2.607, 0.167)
S (-3.005, -1.039, -0.885)
S (-0.778, -3.589, -0.294)
O (-2.249, -1.997, 1.688)
C (-2.196, -2.890, 2.798)
C (-2.592, -2.113, 4.040)
H (-4.111, -6.588, -1.073)
H (-3.212, -5.237, -1.788)
H (-4.926, -5.047, -1.411)
H (-2.634, -5.333, 0.576)
H (-4.356, -5.362, 1.051)
H (-1.180, -3.294, 2.889)
H (-2.887, -3.727, 2.631)
H (-1.953, -1.240, 4.148)
H (-2.482, -2.742, 4.920)
H (-3.623, -1.775, 3.951)
C (1.241, -0.957, 0.001)
C (2.435, -1.224, -0.057)
C (3.803, -1.556, -0.174)
C (4.329, -2.662, 0.504)
C (5.646, -3.032, 0.319)
C (6.468, -2.300, -0.527)
C (5.967, -1.185, -1.182)
C (4.649, -0.814, -1.008)
H (3.686, -3.229, 1.162)
H (6.036, -3.907, 0.826)
H (7.495, -2.599, -0.677)
H (6.605, -0.609, -1.842)
H (4.261, 0.049, -1.530)

calculated total energy = -127152.624 eV
relative energy (zero: lowest compared OMol25 entry of this formula, charge and spin) = 0.539 eV
2S+1 = 2
total charge = 0
⟨S²⟩ = 0.760

---

(2)
Entry from OMol25: a structure of composition C44H45AsF7N3OPdS (ωB97M-V/def2-TZVPD).

CARTESIAN COORDINATES (ANGSTROEM)
Pd (0.849, -0.290, -0.499)
C (-0.669, 0.196, 4.045)
C (0.719, 0.559, 3.518)
C (1.309, 1.711, 4.337)
C (1.651, -0.638, 3.482)
C (1.703, -1.503, 4.568)
C (2.520, -2.622, 4.555)
C (3.275, -2.880, 3.424)
C (3.257, -2.039, 2.313)
C (4.047, -2.511, 1.100)
C (3.071, -3.196, 0.140)
C (4.876, -1.461, 0.361)
C (2.452, -0.878, 2.340)
N (2.396, 0.042, 1.281)
C (3.215, 1.099, 1.395)
C (4.282, 1.219, 2.334)
C (5.119, 2.323, 2.394)
C (4.964, 3.399, 1.533)
C (3.919, 3.337, 0.608)
C (3.094, 2.244, 0.556)
F (2.073, 2.287, -0.340)
H (-1.341, 1.050, 3.947)
H (-0.643, -0.090, 5.102)
H (-1.088, -0.635, 3.475)
H (0.607, 0.897, 2.486)
H (1.447, 1.405, 5.380)
H (0.636, 2.572, 4.319)
H (2.276, 2.023, 3.942)
H (1.091, -1.300, 5.440)
H (2.558, -3.291, 5.408)
H (3.901, -3.768, 3.388)
H (4.752, -3.263, 1.477)
H (2.256, -2.495, -0.039)
H (2.638, -4.090, 0.594)
H (3.545, -3.459, -0.807)
H (4.232, -0.742, -0.143)
H (5.492, -1.960, -0.394)
H (5.534, -0.913, 1.036)
H (4.437, 0.406, 3.032)
H (5.910, 2.334, 3.137)
H (5.616, 4.262, 1.577)
H (3.715, 4.150, -0.080)
C (-0.472, 1.876, -7.447)
C (-1.577, 2.267, -6.700)
C (-1.610, 2.031, -5.333)
C (-0.553, 1.391, -4.685)
C (0.549, 1.007, -5.444)
C (0.590, 1.247, -6.813)
As (-0.667, 1.137, -2.704)
C (0.619, -0.314, -2.582)
C (2.028, -0.190, -2.432)
C (2.831, -1.306, -2.790)
C (2.273, -2.480, -3.227)
C (0.869, -2.624, -3.312)
C (0.057, -1.569, -2.990)
C (-1.416, -1.553, -3.028)
C (-2.237, -2.670, -3.144)
C (-3.617, -2.519, -3.140)
C (-4.187, -1.258, -3.004)
C (-3.372, -0.138, -2.868)
C (-1.996, -0.285, -2.888)
H (-0.441, 2.060, -8.515)
H (-2.414, 2.759, -7.183)
H (-2.475, 2.345, -4.758)
H (1.377, 0.496, -4.964)
H (1.455, 0.934, -7.386)
H (2.504, 0.775, -2.305)
H (3.910, -1.219, -2.716)
H (2.912, -3.315, -3.493)
H (0.443, -3.570, -3.626)
H (-1.800, -3.660, -3.210)
H (-4.254, -3.393, -3.219)
H (-5.265, -1.150, -2.976)
H (-3.805, 0.840, -2.700)
S (-0.483, -2.077, 0.582)
C (-1.954, -1.820, 1.373)
N (-2.308, -2.711, 2.352)
C (-3.446, -2.511, 3.222)
C (-4.572, -1.940, 2.379)
C (-4.084, -0.657, 1.732)
N (-2.810, -0.853, 1.065)
H (-1.538, -3.284, 2.654)
H (-3.213, -1.822, 4.046)
H (-3.723, -3.473, 3.658)
H (-5.456, -1.738, 2.986)
H (-4.838, -2.669, 1.610)
H (-3.996, 0.134, 2.482)
H (-4.798, -0.312, 0.981)
H (-2.520, -0.016, 0.514)
C (-4.701, 2.776, 0.377)
C (-3.168, 2.700, 0.156)
O (-2.732, 1.515, -0.261)
C (-2.829, 3.797, -0.899)
F (-3.326, 3.444, -2.104)
F (-3.385, 5.015, -0.625)
F (-1.522, 4.011, -1.056)
C (-2.486, 3.099, 1.498)
F (-1.159, 3.032, 1.463)
F (-2.806, 4.349, 1.939)
F (-2.898, 2.259, 2.482)
H (-5.187, 2.619, -0.585)
H (-5.032, 3.725, 0.802)
H (-4.982, 1.962, 1.042)

calculated total energy = -147056.007 eV
relative energy (zero: lowest compared OMol25 entry of this formula, charge and spin) = 0.000 eV
2S+1 = 1
total charge = -2

---

(3)
Entry from OMol25: a structure of composition C44H45BIN9O5W at a distorted geometry (ωB97M-V/def2-TZVPD).

CARTESIAN COORDINATES (ANGSTROEM)
W (0.037, -0.058, 0.147)
C (0.519, -3.768, -3.612)
C (-0.201, -3.352, -2.318)
C (-1.231, -2.259, -2.625)
C (0.831, -3.124, -1.223)
C (1.697, -4.165, -0.856)
C (2.466, -3.663, 0.164)
N (2.085, -2.404, 0.396)
N (1.077, -2.057, -0.451)
B (2.718, -1.473, 1.460)
N (1.652, -1.128, 2.524)
C (1.737, -1.293, 3.844)
C (0.528, -0.941, 4.407)
C (-0.275, -0.543, 3.334)
N (0.426, -0.665, 2.199)
C (-1.727, -0.162, 3.419)
C (-2.487, -1.209, 4.238)
C (-1.942, 1.233, 4.011)
N (3.205, -0.214, 0.768)
C (4.384, 0.402, 0.861)
C (4.345, 1.521, 0.059)
C (3.055, 1.529, -0.493)
N (2.384, 0.445, -0.082)
C (2.491, 2.596, -1.384)
C (3.228, 2.640, -2.722)
C (2.544, 3.956, -0.684)
H (-0.211, -4.154, -4.326)
H (1.014, -2.911, -4.071)
H (1.268, -4.541, -3.444)
H (-0.754, -4.228, -1.969)
H (-0.875, -1.259, -2.391)
H (-1.476, -2.277, -3.688)
H (-2.153, -2.419, -2.071)
H (1.741, -5.150, -1.288)
H (3.259, -4.106, 0.744)
H (3.627, -2.049, 2.000)
H (2.646, -1.666, 4.286)
H (0.256, -0.967, 5.448)
H (-2.135, -0.172, 2.410)
H (-2.213, -1.156, 5.295)
H (-3.561, -1.031, 4.160)
H (-2.282, -2.219, 3.879)
H (-1.371, 1.363, 4.934)
H (-1.646, 2.005, 3.308)
H (-2.999, 1.377, 4.242)
H (5.164, -0.001, 1.486)
H (5.122, 2.252, -0.090)
H (1.448, 2.367, -1.555)
H (4.265, 2.960, -2.584)
H (3.235, 1.662, -3.204)
H (2.743, 3.349, -3.399)
H (3.577, 4.287, -0.547)
H (2.020, 4.707, -1.278)
H (2.071, 3.912, 0.299)
I (-2.568, 1.140, -0.737)
C (-3.656, -0.555, -0.395)
C (-4.973, -0.562, -0.737)
C (-5.742, -1.725, -0.506)
C (-5.146, -2.807, 0.062)
C (-3.771, -2.800, 0.418)
C (-3.204, -3.951, 1.013)
C (-1.900, -3.923, 1.383)
C (-1.114, -2.771, 1.149)
C (-1.561, -1.625, 0.529)
C (-2.962, -1.650, 0.184)
H (-5.428, 0.315, -1.180)
H (-6.791, -1.742, -0.771)
H (-5.720, -3.704, 0.268)
H (-3.823, -4.828, 1.169)
H (-1.440, -4.783, 1.857)
H (-0.093, -2.842, 1.490)
O (0.260, 0.374, -1.744)
C (0.397, 0.650, -3.022)
C (1.204, -0.221, -3.769)
C (1.346, -0.102, -5.135)
C (0.677, 0.919, -5.803)
C (-0.055, 1.824, -5.059)
C (-0.188, 1.746, -3.664)
C (-0.832, 2.866, -2.939)
N (-0.932, 3.016, -1.637)
C (-1.516, 4.247, -1.428)
C (-1.771, 4.849, -2.619)
N (-1.329, 3.965, -3.576)
H (1.711, -1.001, -3.214)
H (1.973, -0.798, -5.679)
H (0.740, 1.019, -6.878)
H (-0.541, 2.629, -5.594)
H (-1.715, 4.620, -0.435)
H (-2.221, 5.793, -2.872)
H (-1.398, 4.101, -4.567)
O (1.670, 1.986, 2.153)
C (0.561, 2.380, 1.849)
O (-0.329, 1.760, 1.115)
C (0.086, 3.728, 2.354)
C (0.915, 4.497, 3.155)
C (0.483, 5.729, 3.632)
C (-0.776, 6.206, 3.293)
C (-1.569, 5.429, 2.479)
C (-1.173, 4.194, 2.011)
N (-2.912, 5.948, 2.077)
O (-3.235, 7.042, 2.495)
O (-3.588, 5.247, 1.352)
H (1.896, 4.108, 3.394)
H (1.126, 6.321, 4.269)
H (-1.142, 7.160, 3.645)
H (-1.835, 3.608, 1.387)

calculated total energy = -80611.242 eV
relative energy (zero: lowest compared OMol25 entry of this formula, charge and spin) = 0.000 eV
2S+1 = 3
total charge = 0
⟨S²⟩ = 2.021

---

(4)
Entry from OMol25: a structure of composition C44H45BrCoGe2N3O2 (ωB97M-V/def2-TZVPD).

CARTESIAN COORDINATES (ANGSTROEM)
Co (-0.447, -0.916, -0.043)
C (3.879, -3.538, 1.942)
C (4.848, -2.400, 2.146)
C (5.858, -2.494, 3.103)
C (6.797, -1.487, 3.274)
C (6.743, -0.348, 2.482)
C (5.733, -0.220, 1.542)
C (4.793, -1.231, 1.377)
N (3.782, -1.063, 0.387)
C (2.443, -1.015, 0.647)
N (2.120, -0.881, 1.955)
C (0.850, -0.914, 2.587)
C (-0.357, -0.856, 1.885)
C (-1.534, -0.970, 2.640)
C (-1.514, -1.151, 4.012)
C (-0.296, -1.146, 4.680)
C (0.898, -1.020, 3.988)
C (2.215, -1.005, 4.725)
N (1.544, -1.106, -0.289)
C (1.999, -1.097, -1.652)
C (1.867, -2.253, -2.408)
C (2.233, -2.258, -3.744)
C (2.738, -1.101, -4.325)
C (2.845, 0.058, -3.571)
C (2.467, 0.092, -2.229)
C (2.515, 1.390, -1.458)
H (4.318, -4.474, 2.285)
H (3.613, -3.648, 0.890)
H (2.947, -3.387, 2.495)
H (5.918, -3.392, 3.708)
H (7.577, -1.597, 4.017)
H (7.473, 0.442, 2.602)
H (5.655, 0.672, 0.930)
H (4.049, -0.976, -0.580)
H (2.912, -0.826, 2.574)
H (-2.497, -0.917, 2.142)
H (-2.441, -1.261, 4.562)
H (-0.267, -1.243, 5.760)
H (2.048, -1.072, 5.799)
H (2.774, -0.080, 4.542)
H (2.861, -1.843, 4.444)
H (1.432, -3.133, -1.953)
H (2.099, -3.158, -4.331)
H (3.020, -1.094, -5.370)
H (3.199, 0.974, -4.034)
H (2.443, 2.236, -2.142)
H (3.441, 1.500, -0.886)
H (1.689, 1.464, -0.751)
Br (-3.988, -4.409, -0.989)
C (-4.292, -3.030, -2.257)
C (-5.603, -2.778, -2.628)
C (-5.881, -1.722, -3.484)
C (-4.851, -0.916, -3.947)
C (-3.545, -1.174, -3.558)
C (-3.244, -2.246, -2.724)
C (-1.822, -2.487, -2.307)
O (-1.213, -3.468, -2.669)
O (-1.363, -1.530, -1.544)
H (-6.399, -3.397, -2.236)
H (-6.906, -1.521, -3.772)
H (-5.063, -0.077, -4.598)
H (-2.743, -0.524, -3.897)
C (0.812, 2.759, 2.077)
Ge (-1.097, 2.820, 1.630)
C (-2.128, 2.335, 3.209)
C (-1.574, 4.696, 1.283)
Ge (-1.473, 1.204, -0.173)
C (-3.425, 0.981, -0.260)
C (-4.074, -0.257, -0.260)
C (-5.464, -0.334, -0.253)
C (-6.228, 0.827, -0.248)
C (-5.598, 2.065, -0.258)
C (-4.211, 2.137, -0.260)
C (-0.819, 1.971, -1.860)
C (-0.654, 3.356, -1.962)
C (-0.189, 3.941, -3.135)
C (0.129, 3.148, -4.230)
C (-0.011, 1.769, -4.141)
C (-0.476, 1.186, -2.966)
H (1.030, 3.347, 2.973)
H (1.408, 3.153, 1.249)
H (1.109, 1.723, 2.256)
H (-2.081, 3.161, 3.926)
H (-1.735, 1.436, 3.678)
H (-3.174, 2.162, 2.942)
H (-0.666, 5.303, 1.240)
H (-2.183, 5.039, 2.122)
H (-2.143, 4.859, 0.369)
H (-3.500, -1.176, -0.306)
H (-5.946, -1.305, -0.259)
H (-7.310, 0.769, -0.248)
H (-6.187, 2.975, -0.264)
H (-3.737, 3.115, -0.271)
H (-0.882, 3.994, -1.118)
H (-0.068, 5.016, -3.188)
H (0.488, 3.603, -5.146)
H (0.245, 1.139, -4.985)
H (-0.554, 0.106, -2.910)

calculated total energy = -275626.838 eV
2S+1 = 3
total charge = 0
⟨S²⟩ = 2.203